Here is C27H24Cl3N2O3Pt as an isolated structure from the OMol25 dataset. Energies are from ωB97M-V/def2-TZVPD.

Structure (ORCA input):
```
! wB97M-V def2-TZVPD RIJCOSX def2/J DEFGRID3
* xyz 1 5
Pt -0.801 -0.185 0.184
Cl 1.121 4.531 -1.095
Cl -5.342 0.568 0.605
Cl 6.104 2.694 -0.594
O 0.085 -1.978 -0.235
O 0.398 1.847 -0.149
O -0.678 -0.401 2.402
N 2.009 -0.162 0.560
N -1.625 -1.541 4.074
C 2.570 0.967 0.135
C 1.623 2.026 -0.226
C -1.983 -2.281 1.762
C -2.372 1.189 -0.169
C 3.953 1.153 0.021
C 4.191 -1.093 0.806
C 0.462 -1.670 -2.631
C -2.346 -1.501 0.504
C -1.402 -1.347 2.780
C 2.795 -1.170 0.882
C 3.556 3.450 -0.777
C 0.587 -2.372 -1.416
C -2.887 1.668 1.126
C 2.188 3.275 -0.675
C -2.049 2.432 1.952
C 0.250 -0.262 -5.088
C -0.235 -0.442 -2.755
C -4.183 1.410 1.594
C 4.776 0.072 0.375
C 4.426 2.426 -0.446
C -2.466 2.890 3.187
C 1.379 -3.637 -1.286
C 0.943 -1.472 -5.011
C -0.340 0.253 -3.936
C -4.611 1.864 2.831
C -3.749 2.597 3.632
C 1.056 -2.163 -3.826
H -1.210 -0.915 4.746
H -1.194 -3.003 1.536
H 4.792 -1.948 1.085
H -1.798 3.483 3.796
H -3.119 0.741 -0.814
H -0.692 -0.039 -1.842
H 1.218 -4.072 -0.301
H 1.078 -4.377 -2.031
H 3.950 4.396 -1.123
H -2.426 -2.148 -0.366
H -1.809 1.957 -0.696
H -3.274 -0.961 0.644
H -2.843 -2.828 2.152
H 1.401 -1.879 -5.903
H 2.298 -2.079 1.200
H -0.880 1.191 -3.969
H -1.050 2.658 1.600
H -2.210 -2.292 4.397
H -4.092 2.955 4.593
H 0.174 0.267 -6.027
H 1.604 -3.095 -3.808
H -5.624 1.656 3.147
H 2.453 -3.468 -1.417
H 5.851 0.165 0.305
*
```

Output
HOMO (alpha / beta) (eV): -8.3356 / -11.3553
Expectation value of S²: 6.086
LUMO (alpha / beta) (hartree): -0.1171 / -0.1960

---

Here is an isolated ion of composition C4H12N3 and charge +1 from the OMol25 dataset. Energies are from ωB97M-V/def2-TZVPD.

Structure (ORCA input):
```
! wB97M-V def2-TZVPD RIJCOSX def2/J DEFGRID3
* xyz 1 1
N -2.916 0.770 1.022
N 1.888 -0.857 -1.809
N 1.935 -0.109 0.806
C 0.729 -0.271 -1.240
C 0.719 0.106 0.106
C -0.337 0.615 0.966
C -1.769 0.270 0.292
H 1.947 0.170 1.791
H 2.012 -1.866 -1.755
H -0.140 -0.269 -1.935
H 2.016 -0.589 -2.786
H -3.662 0.130 1.201
H -2.950 1.426 1.847
H -1.985 0.830 -0.693
H -0.340 0.174 1.925
H 2.506 -0.965 0.509
H -2.001 -0.735 0.009
H 2.781 -0.526 -1.441
H -0.433 1.698 1.186
*
```

Output
SMILES string: NCC/C(N)=C/[NH3+]
HOMO (eV): -11.5917
LUMO (hartree): -0.1368

---

Here is C38H63BBaBrN13O2 as an isolated structure from the OMol25 dataset. Energies are from ωB97M-V/def2-TZVPD.

Structure (ORCA input):
```
! wB97M-V def2-TZVPD RIJCOSX def2/J DEFGRID3
* xyz 0 1
Ba -0.822 0.681 -0.198
Br -3.746 -1.245 7.404
O -1.888 0.298 2.208
O -2.244 2.521 2.305
N -1.868 -2.243 -0.608
N 0.733 -0.341 -2.546
N 1.779 3.145 0.803
N -2.350 0.327 -2.573
N 0.617 -1.751 -2.822
N 1.550 -2.787 -0.650
N 2.875 5.322 0.984
N 4.126 3.291 1.634
N -1.064 -3.148 -1.372
N 2.286 4.129 3.026
N 1.396 -1.945 0.441
N -2.615 2.808 -0.973
N -4.037 2.461 5.769
C -2.237 1.376 2.778
C 1.399 -0.807 -4.651
C 1.336 3.364 2.179
C -3.016 -4.136 -1.131
C 2.425 5.471 2.376
C -2.761 1.272 4.198
C -3.063 -2.848 -0.510
C 0.970 1.990 -5.257
C -3.940 -2.648 1.832
C -2.749 0.126 4.991
C 1.509 1.675 -3.838
C -4.469 -0.871 0.130
C -1.769 -4.233 -1.706
C 2.602 -1.518 2.588
C -3.072 1.503 -3.014
C 1.917 4.487 0.226
C -4.003 1.414 6.555
C 3.111 -4.543 -1.528
C 3.134 2.506 0.847
C 1.566 -0.385 2.663
C 1.038 -2.018 -4.089
C -4.235 -2.378 0.334
C 3.040 1.886 -3.794
C 1.204 0.190 -3.656
C -3.502 2.414 4.581
C 2.651 -3.566 -0.500
C 0.797 2.449 -2.754
C 1.145 -3.407 -4.648
C 2.389 -2.563 3.696
C -1.124 -5.274 -2.526
C 3.221 -3.215 0.726
C 4.176 4.644 1.011
C 2.422 -2.194 1.257
C 3.562 3.443 2.979
C -3.668 2.297 -1.833
C -5.456 -3.172 -0.175
C -3.399 0.187 6.197
C 4.100 -1.099 2.642
B 0.438 -2.883 -1.793
H -2.087 3.548 -1.459
H 4.263 -0.399 3.504
H -3.607 3.308 3.953
H -3.896 1.262 -3.700
H 3.219 -3.333 3.675
H 2.282 -5.273 -1.760
H -3.492 -3.638 1.919
H 0.771 -3.979 -2.255
H -3.005 -0.410 -2.281
H -3.682 -0.273 0.617
H -5.380 -4.266 -0.058
H -3.019 3.164 -0.109
H 3.171 6.086 2.907
H 1.671 0.200 3.594
H 4.851 5.250 1.644
H 1.498 6.002 2.406
H -4.875 -2.616 2.415
H 2.232 4.414 -0.814
H -3.238 -1.888 2.272
H -5.454 -0.573 0.559
H 1.384 -3.068 3.604
H 0.923 4.973 0.287
H -4.305 3.088 -2.300
H -3.709 -4.956 -1.093
H 3.999 -5.097 -1.225
H 3.479 1.599 -2.810
H -2.391 2.169 -3.573
H -2.186 -0.752 4.651
H -0.212 -5.659 -1.988
H 4.120 -3.576 1.150
H -5.563 -3.033 -1.272
H -0.306 2.242 -2.808
H -4.375 1.668 -1.275
H 3.420 2.451 3.453
H 4.281 3.995 3.572
H 3.056 1.508 1.308
H 1.809 -0.674 -5.631
H -1.740 -0.041 -3.326
H 1.672 0.309 1.815
H 1.209 2.278 -1.720
H 3.242 2.949 -3.949
H -4.545 -0.545 -0.932
H -0.741 -4.935 -3.521
H 0.256 -3.690 -5.276
H 3.494 1.309 -4.632
H 3.313 -4.020 -2.486
H -1.817 -6.121 -2.664
H 1.535 1.378 -6.001
H 0.884 3.540 -2.911
H 4.433 -0.632 1.700
H 2.371 -2.103 4.713
H -4.460 1.594 7.525
H 3.601 2.387 -0.158
H 0.406 3.916 2.112
H 4.588 4.609 0.020
H 2.066 -3.508 -5.303
H 1.127 3.055 -5.508
H -0.093 1.696 -5.358
H 0.559 -0.842 2.565
H 1.117 -4.143 -3.789
H -6.410 -2.776 0.259
H 1.143 2.398 2.683
H 4.728 -1.986 2.851
*
```

Output
HOMO (alpha / beta) (eV): -8.1927 / -8.1928
LUMO (alpha / beta) (hartree): -0.0027 / 0.0129

---

Result set for total energy: -78316.0802; -8804.4598; -135312.3957 eV, one per record in the order listed.
Result set for max |F|: 0.5; 4.7; 2.8 eV/Å, one per record in the order listed.
Result set for relative energy (zero: lowest compared OMol25 entry of this formula, charge and spin): 1.4985; 3.2744; 0.0000 eV, one per record in the order listed.